A gas-phase ion, C5H10N2 (charge +2) in a non-equilibrium geometry, computed with ωB97M-V/def2-TZVPD.

Last column: natural (NBO) charge in e.
Cartesian coordinates (Å):
C: -1.06 -0.01 1.21  -0.412
N: -0.32 -0.01 -0.12  -0.284
C: -1.19 -0.08 -1.26  -0.454
C: 0.70 -1.18 0.04  0.073
C: 1.91 -0.59 0.10  -0.035
N: 1.76 0.77 -0.01  -0.386
C: 0.50 1.12 -0.13  0.426
H: -1.88 0.69 1.15  0.275
H: -1.43 -0.97 1.53  0.289
H: -0.23 0.11 1.95  0.255
H: -1.94 -0.80 -1.14  0.275
H: -1.73 0.81 -1.31  0.251
H: -0.82 -0.01 -2.26  0.288
H: 0.34 -2.13 0.06  0.280
H: 2.83 -1.15 0.34  0.329
H: 2.51 1.33 0.34  0.502
H: 0.07 2.11 -0.49  0.328

HOMO level in eV: -20.629
Charge: +2
Energy in eV: -8305.93936
SMILES: C[N+]1(C)C=C[NH+]=C1
Multiplicity: 1